# 1
Here is a molecular structure, C13H10IN6OPtSSe in a non-equilibrium geometry from the OMol25 dataset. Energies are from wB97M-V/def2-TZVPD.

Structure (ORCA input):
```
! RIJCOSX wB97M-V def2-TZVPD def2/J DEFGRID3
* xyz 2 2
Pt 0.05766 0.05480 -0.16914
O 1.85499 -0.61950 -0.37745
N 2.44547 -1.32726 0.60237
C 3.67706 -1.81915 0.33738
C 4.32988 -2.54172 1.29517
C 3.71659 -2.76461 2.53467
C 2.46270 -2.24983 2.77101
C 1.82877 -1.51016 1.77247
S 0.28937 -0.78369 1.95946
H 4.06287 -1.59831 -0.64685
H 5.31045 -2.93688 1.07363
H 4.22026 -3.33752 3.30078
H 1.94850 -2.40274 3.70944
Se -3.14848 2.12631 0.85655
N -4.47122 1.15369 0.26313
C -3.99054 0.09682 -0.36835
C -4.68146 -0.96042 -1.05218
C -3.92567 -1.92525 -1.63442
C -2.48662 -1.89057 -1.57405
N -1.84368 -0.93001 -0.97405
C -2.57732 0.04777 -0.39657
N -1.90532 1.04677 0.13113
H -5.76277 -0.97745 -1.08507
H -4.40057 -2.75604 -2.13729
H -1.89250 -2.67942 -2.01960
I 1.20610 5.91794 0.63535
C 0.78962 4.18908 -0.39146
C 0.04842 4.05416 -1.54709
N 0.00284 2.74461 -1.83532
N 0.69719 2.01335 -0.94039
C 1.17126 2.89071 -0.05084
H -0.42188 4.80013 -2.16739
H -0.40193 2.30826 -2.64571
H 1.78995 2.56614 0.77071
*
```

Computed properties:
**Expectation value of S²**: 0.764
**Highest occupied orbital energy (alpha / beta)**: -14.179 / -14.178 eV
**Energy relative to the best compared isomer or geometry (same formula, charge and spin)**: 28.2 kcal per mole

Atomic partial charges in e from the Mulliken method, atoms 1 to 5: number 1, Pt, carries 1.002; number 2, O, carries -0.451; number 3, N, carries 0.376; number 4, C, carries -0.195; number 5, C, carries -0.696

# 2
Here is 15 unconnected molecules or ions with the total composition H30O15 in a non-equilibrium geometry from the OMol25 dataset. Energies are from wB97M-V/def2-TZVPD.

Structure (ORCA input):
```
! RIJCOSX wB97M-V def2-TZVPD def2/J DEFGRID3
* xyz 0 1
H 0.43788 -1.03674 -1.04470
H 0.80615 0.25152 -0.27516
H 3.55114 1.29119 -2.65614
H 2.83563 2.72277 -2.62923
H -2.69988 -1.23247 -1.77530
H -2.72671 -0.11096 -0.71048
H 1.37196 -1.21042 3.56673
H 1.94057 -2.66329 3.64994
H 2.18223 -1.32258 -1.99919
H 2.30745 -2.60138 -2.75734
H -1.43288 -0.15661 1.94203
H -0.93432 0.51160 3.09186
H -5.08449 0.03565 -1.03572
H -3.93156 0.66470 -2.01726
H 0.76778 4.98371 -0.58944
H -0.42630 4.61530 -1.59432
H 4.64318 -1.65309 1.35269
H 3.60850 -2.32636 0.53010
H 3.81528 2.30578 0.06576
H 2.53128 2.00580 0.87305
H -1.39582 2.73590 2.82181
H -1.50522 2.03679 1.46821
H -2.97558 1.58316 0.11849
H -4.36970 1.48231 -0.28613
H -0.35148 -4.06925 -1.03419
H 0.70306 -2.85772 -0.89192
H 2.12107 0.47039 -1.17912
H 2.32328 0.29689 0.30042
H -4.60839 -2.34856 0.35523
H -3.06303 -2.77018 0.14644
O 0.13105 -0.24922 -0.58726
O 2.74112 1.81539 -2.38426
O -2.33140 -0.92204 -0.93906
O 1.12908 -2.11738 3.60889
O 2.37087 -2.27579 -1.93744
O -1.71485 0.18469 2.77171
O -4.59834 -0.09083 -1.84556
O -0.02653 4.49959 -0.70877
O 4.19848 -1.58217 0.48808
O 3.37033 2.30807 0.95157
O -0.96338 2.49371 2.00134
O -3.84184 1.92634 0.33992
O 0.54400 -3.77426 -0.61869
O 2.84069 0.31368 -0.56428
O -3.90441 -2.73400 -0.30209
*
```

Computed properties:
**Highest occupied orbital energy**: -10.242 eV
**Energy relative to the best compared isomer or geometry (same formula, charge and spin)**: 160.6 kcal per mole

Atomic partial charges in e from the Mulliken method, atoms 1 to 5: number 1, H, carries 0.172; number 2, H, carries 0.247; number 3, H, carries 0.326; number 4, H, carries 0.259; number 5, H, carries 0.253

# 3
Here is a molecular structure, C30H33BF3N5O6S5SeW from the OMol25 dataset. Energies are from wB97M-V/def2-TZVPD.

Structure (ORCA input):
```
! RIJCOSX wB97M-V def2-TZVPD def2/J DEFGRID3
* xyz 2 1
W 0.15828 0.30804 -1.18287
F 2.50573 5.07589 -2.19652
C 1.74151 5.29165 -1.12356
F 1.50517 6.59626 -1.02565
F 2.46278 4.92269 -0.04345
C 0.46146 4.49908 -1.19242
C -0.78249 5.10721 -1.23887
C -1.93447 4.32967 -1.27845
C -1.81665 2.95742 -1.26433
N -0.61205 2.38475 -1.21170
C 0.50463 3.11466 -1.19887
S 1.86425 2.02838 -1.10090
H -0.84756 6.18699 -1.24387
H -2.91202 4.78549 -1.32683
H -2.67141 2.29749 -1.29891
O -0.80801 -1.13880 -0.16072
S -0.65112 -2.51963 0.53280
C -0.58339 -2.06635 2.27757
C -1.51274 -0.91794 2.65763
C -0.88942 0.03750 3.68408
C 0.48897 0.60397 3.35715
S 0.72054 1.64999 1.90675
O -0.16562 0.98053 0.82012
C -0.17746 3.11114 2.31021
C 0.58265 4.22009 2.66439
C -0.07172 5.39911 2.99020
C -1.45797 5.45680 2.94125
C -2.20304 4.34319 2.56676
C -1.56565 3.15634 2.24612
C -2.27302 -3.19839 0.34290
C -2.44243 -4.52100 0.73457
C -3.69242 -5.09894 0.58240
C -4.73441 -4.36277 0.03084
C -4.53706 -3.04831 -0.37147
C -3.29614 -2.44637 -0.21655
H 0.46986 -1.81217 2.38691
H -0.75059 -2.98914 2.83680
H -2.44381 -1.31014 3.06499
H -1.76829 -0.35653 1.76229
H -0.76239 -0.48222 4.63763
H -1.59244 0.84851 3.87986
H 1.24052 -0.17396 3.21471
H 0.84801 1.23813 4.17259
H 1.66476 4.16777 2.67139
H 0.50215 6.27173 3.27054
H -1.96447 6.37919 3.19215
H -3.28255 4.40217 2.52839
H -2.13036 2.28523 1.93972
H -1.61672 -5.09416 1.14219
H -3.85014 -6.12516 0.88446
H -5.70630 -4.82086 -0.09336
H -5.35106 -2.48847 -0.81166
H -3.11730 -1.43186 -0.54555
C 4.71738 1.15349 0.07566
N 4.55909 -0.14445 -0.57710
C 5.57534 -0.75948 -1.26755
C 5.13370 -1.99478 -1.60179
N 3.85928 -2.13915 -1.11145
B 3.26127 -3.57665 -0.92613
N 1.75081 -3.71994 -1.36444
C 1.15180 -4.94103 -1.18253
C -0.07386 -4.90470 -1.76200
N -0.22537 -3.65041 -2.28771
C -1.37671 -3.19206 -3.06836
C 0.90601 -2.94439 -2.03364
S 1.11137 -1.33163 -2.68883
C 3.51439 -0.99787 -0.51480
S 2.00167 -0.73516 0.30034
H 5.68186 1.16591 0.57740
H 3.92571 1.28509 0.80728
H 4.68012 1.95709 -0.65449
H 6.51629 -0.27019 -1.44758
H 5.62854 -2.79361 -2.12338
H 3.89689 -4.30905 -1.63326
H 3.31750 -3.87161 0.24144
H 1.66079 -5.74023 -0.67268
H -0.83758 -5.65708 -1.85522
H -2.16907 -3.92812 -2.95973
H -1.10816 -3.08594 -4.11608
H -1.71896 -2.23252 -2.69508
O 0.30669 1.00554 -3.13812
Se -1.29938 0.69118 -3.69090
O -1.37724 -0.51210 -4.71587
O -1.62847 0.09481 -2.08217
O -2.08831 2.04519 -3.93505
*
```

Computed properties:
**Highest occupied orbital energy**: -13.971 eV
**Energy relative to the best compared isomer or geometry (same formula, charge and spin)**: 12.9 kcal per mole

Atomic partial charges in e from the Mulliken method, atoms 1 to 5: number 1, W, carries 1.772; number 2, F, carries -0.236; number 3, C, carries 0.577; number 4, F, carries -0.295; number 5, F, carries -0.168